A 9-piece molecular cluster, C40H66BrFIN9O4P overall. Source: the OMol25 dataset; level of theory: ωB97M-V/def2-TZVPD.

## Properties
HOMO energy: -3.863 eV
M: 993.8 g/mol
E_tot: -154277.318 eV
orbital gap: 5.611 eV
charge: -1

XYZ file:
```
123
Properties=species:S:1:pos:R:3:forces:R:3:lowdin_charge:R:1
C 0.05364 -0.68305 3.44014 0.1 1.7 -0.7 -0.107
C 0.06247 0.36044 2.37004 -1.1 -2.5 2.4 -0.239
P 1.30774 0.43744 0.90179 -1.6 1.5 1.7 0.526
C 2.82633 0.43124 2.12174 1.7 -0.8 1.2 -0.274
C 2.98477 1.85840 2.94318 0.3 -2.1 1.0 -0.168
F 4.11215 2.62724 2.34034 -2.2 -0.8 0.8 -0.177
C 2.53411 0.95293 -0.46966 1.1 0.5 -2.3 -0.241
C 3.20929 -0.28880 -1.30100 -2.6 1.8 -7.5 -0.609
O 2.92662 -0.36558 -2.63142 2.0 -0.1 8.4 -0.165
Br 4.44916 -1.68043 -0.57392 -0.9 1.1 -0.3 0.621
O 1.31159 -1.28830 0.59802 -2.8 -1.8 -1.3 -0.264
C -0.05139 -1.79812 0.23036 -1.2 3.1 2.4 -0.246
O -0.10720 -3.14532 -0.42870 -1.6 -2.3 3.9 -0.060
C -0.68872 -4.04212 0.62491 -0.9 -2.4 5.6 -0.137
N -1.08362 -4.70605 1.68699 3.4 5.7 -9.7 0.106
C -0.83861 -0.54752 -0.54369 0.0 -1.4 -0.9 -0.316
C -2.41951 -0.79318 -0.18645 -0.8 0.4 0.4 -0.149
C -3.46682 0.21070 -0.95375 -0.3 0.5 0.4 -0.291
C -5.01304 -0.10224 -0.48436 1.0 -1.6 -1.3 -0.638
I -5.33542 0.77352 1.51830 -0.1 -0.4 -1.1 0.638
C -0.79736 -0.81218 -2.19075 0.9 1.0 -0.8 -0.099
C -0.51775 0.61019 -3.01931 0.5 -0.4 0.2 -0.181
C -0.83660 0.46427 -4.62263 -0.5 -0.1 0.3 -0.208
C -0.57523 1.83062 -5.50048 0.2 -0.2 0.5 -0.206
C 0.94343 2.44205 -5.37766 0.1 0.8 0.4 -0.201
C 0.94427 4.05365 -4.96178 0.2 0.0 0.1 -0.214
C 1.08628 4.31608 -3.34955 0.1 -0.2 0.8 -0.218
C 0.08941 5.48766 -2.76239 -0.4 -0.1 0.4 -0.213
C -1.41864 4.83402 -2.55049 0.9 -0.7 0.1 -0.203
C -1.47626 3.94458 -1.16895 -0.1 0.7 0.2 -0.228
C -1.65580 4.84043 0.20568 -0.2 -0.7 0.2 -0.246
C -2.18195 3.84758 1.42539 0.2 0.1 -0.1 -0.145
O -0.17247 0.69939 -0.04513 -1.4 -3.2 -2.8 -0.324
H -0.46724 -1.72425 3.31992 2.6 1.3 -0.3 0.044
H 0.58143 -0.40200 4.45484 -2.6 -0.4 -1.3 0.034
H -0.74368 1.21061 2.45255 2.8 -0.5 0.6 0.058
H 1.19086 1.88777 1.10579 0.1 -0.3 -0.1 0.046
H 3.85841 0.28224 1.54094 -2.2 0.4 1.3 0.058
H 2.77928 -0.49079 2.87854 0.0 2.2 -1.5 0.094
H 1.98913 2.46399 3.05117 2.2 -0.8 -0.7 0.108
H 3.34440 1.56090 4.03514 -0.5 0.9 -2.2 0.107
H 1.91996 1.61452 -1.25080 1.5 -1.8 1.3 0.091
H 3.36482 1.69658 -0.04270 -1.7 -2.0 -0.7 0.111
H -0.81196 -1.98742 1.13087 2.4 0.7 -1.2 0.123
H -2.67791 -1.90337 -0.51352 0.6 2.2 0.6 0.127
H -2.66689 -0.71076 0.97332 0.8 -0.1 -2.3 0.104
H -3.22698 1.31993 -0.61548 -0.3 -2.3 -0.9 0.082
H -3.44933 0.10855 -2.12971 0.2 0.3 2.5 0.066
H -5.07723 -1.28486 -0.33667 -0.2 2.7 -0.2 0.025
H -5.81219 0.26213 -1.28761 1.7 -0.6 2.1 0.055
H -1.79253 -1.31026 -2.59012 2.0 1.1 1.0 0.113
H 0.08459 -1.53017 -2.47676 -1.6 1.3 0.6 0.114
H -1.11243 1.47327 -2.48868 1.0 -1.6 -1.3 0.100
H 0.62563 0.85826 -2.88559 -2.3 -0.5 -0.2 0.074
H -1.98385 0.20261 -4.73230 2.3 0.4 0.2 0.083
H -0.21841 -0.45276 -5.05097 -1.2 1.9 0.8 0.120
H -0.76275 1.59176 -6.63905 0.1 0.6 2.3 0.107
H -1.35123 2.64034 -5.09142 1.6 -1.7 -1.1 0.101
H 1.58324 1.88974 -4.55255 -1.3 0.9 -1.8 0.105
H 1.50659 2.36998 -6.40445 -1.1 -0.1 2.0 0.101
H 1.88510 4.51949 -5.48738 -2.0 -0.6 0.9 0.100
H -0.05122 4.60247 -5.32326 2.2 -1.2 0.5 0.113
H 2.19254 4.58982 -3.03465 -2.1 -0.6 -0.9 0.113
H 0.84824 3.29095 -2.78959 0.4 2.2 -1.1 0.090
H 0.44267 5.88419 -1.69826 -0.5 -1.0 -2.2 0.107
H 0.08091 6.44205 -3.46445 0.0 -2.1 1.2 0.107
H -2.27195 5.63607 -2.52648 1.6 -1.5 -0.2 0.106
H -1.55990 4.06349 -3.44599 0.0 1.8 1.8 0.090
H -2.40373 3.23447 -1.25814 1.8 1.2 0.3 0.097
H -0.51092 3.29465 -1.04208 -1.9 1.1 -0.3 0.101
H -0.63490 5.33715 0.57183 -2.2 -1.0 -1.0 0.108
H -2.46125 5.67866 0.02760 1.7 -1.5 0.3 0.100
H -1.74717 2.76845 1.28713 -0.7 2.1 0.2 0.052
H -1.78634 4.27000 2.44723 -1.0 -0.9 -1.9 0.071
H -3.36127 3.72771 1.45028 2.5 0.4 -0.1 0.060
C 6.54406 3.70328 3.88490 0.1 0.0 1.3 -0.079
C 6.66936 3.81958 5.39529 0.7 0.7 8.2 -0.216
N 6.77337 3.91605 6.64830 -0.8 -0.8 -10.0 0.065
H 5.67965 3.08452 3.62909 0.1 0.2 0.1 0.043
H 6.41469 4.69562 3.44412 0.0 -0.1 0.2 0.079
H 7.44573 3.24431 3.47027 -0.1 0.1 0.2 0.077
C 1.26925 2.28223 6.76248 -1.0 -0.2 -0.9 -0.086
C 0.17630 2.07681 5.72626 -6.0 -1.0 -5.7 -0.194
N -0.73044 1.90638 4.86665 7.2 1.6 7.1 0.120
H 2.23837 1.99801 6.34351 -0.2 0.0 0.0 0.062
H 1.30541 3.33308 7.06278 -0.1 -0.2 -0.1 0.077
H 1.06796 1.66686 7.64362 0.0 0.1 -0.2 0.031
C 0.85991 -0.51138 11.00037 0.8 0.7 -0.6 -0.080
C 1.79947 0.41122 10.24106 5.2 5.0 -4.1 -0.192
N 2.57897 1.17656 9.61115 -6.3 -6.1 5.1 0.101
H 0.15548 0.07912 11.59248 0.2 0.0 -0.1 0.075
H 0.29982 -1.13387 10.29712 0.2 0.2 0.0 0.077
H 1.43322 -1.15829 11.67002 0.0 0.2 -0.2 0.075
C 3.77967 -3.11226 -4.29871 1.0 -0.6 -0.6 -0.088
C 4.94924 -3.83247 -4.94980 6.4 -4.0 -3.6 -0.214
N 5.91951 -4.42999 -5.48989 -7.7 4.8 4.3 0.063
H 3.89939 -2.03109 -4.40928 0.0 -0.2 0.1 0.064
H 2.84307 -3.41731 -4.77356 0.2 0.0 0.0 0.077
H 3.73598 -3.35868 -3.23430 0.1 0.1 -0.2 0.042
C -0.53075 -6.51924 -2.30978 -1.0 -0.1 -1.0 -0.103
C -1.62370 -6.72465 -3.34600 -6.0 -1.1 -5.6 -0.207
N -2.53044 -6.89509 -4.20561 7.2 1.3 6.9 0.066
H 0.43837 -6.80345 -2.72875 -0.4 0.0 0.0 0.037
H -0.49459 -5.46839 -2.00949 -0.1 -0.1 -0.1 0.056
H -0.73204 -7.13461 -1.42864 0.0 0.0 -0.2 0.071
C -7.11178 -1.42761 -3.93299 1.2 0.4 0.0 -0.074
C -5.68019 -0.92133 -4.00196 7.8 2.8 -0.4 -0.176
N -4.49256 -0.50134 -4.05924 -9.6 -3.4 0.3 0.122
H -7.29042 -1.91031 -2.96832 0.2 0.1 -0.1 0.076
H -7.80838 -0.59255 -4.04785 0.2 -0.1 0.0 0.076
H -7.28981 -2.15230 -4.73219 0.2 0.1 0.1 0.075
C 2.99342 -6.17790 -0.09820 -0.5 -0.9 -0.7 -0.060
C 2.41517 -7.30548 -0.93765 -3.0 -6.2 -4.5 -0.191
N 1.93550 -8.24095 -1.63403 4.0 7.4 5.6 0.093
H 3.10715 -5.27855 -0.70954 -0.1 -0.2 0.0 0.068
H 2.32628 -5.95704 0.73961 0.0 -0.1 -0.2 0.077
H 3.97219 -6.46860 0.29310 -0.2 -0.1 -0.1 0.078
C -4.63629 -5.78950 1.98034 -0.1 1.2 -0.3 -0.084
C -4.84296 -4.32702 1.62124 -1.1 8.0 -2.0 -0.184
N -5.01440 -3.11374 1.32340 1.3 -9.8 2.4 0.112
H -5.42286 -6.39928 1.52759 0.1 0.2 0.0 0.071
H -3.66483 -6.13015 1.61158 -0.1 0.2 0.0 0.056
H -4.66895 -5.91499 3.06606 0.0 0.2 -0.2 0.075
```
Forces are in eV/Å.